Formula: H39O20
Source: the OMol25 dataset
Level of theory: ωB97M-V/def2-TZVPD

Each line ends with the Mulliken charge.
Element x y z (Å)
O1 -4.15751 -0.97760 -0.24580  -0.62
H1 -2.09314 -3.87535 -0.88205  0.33
O2 0.84363 -1.31309 -0.88450  -0.28
H2 0.93066 -0.86118 -1.72654  0.14
H3 0.49331 -0.65243 -0.25567  0.20
O3 1.15565 2.83481 4.39225  -0.60
H4 1.67714 3.64999 4.33173  0.29
H5 1.91993 2.25860 4.54652  0.31
O4 2.77830 0.87007 -4.11873  -0.73
H6 2.38871 1.62016 -3.61764  0.41
H7 -3.92491 -2.07576 -3.63325  0.29
O5 -4.24977 -2.85346 -3.17462  -0.64
H8 -3.56165 -0.79498 0.48403  0.31
H9 -3.48468 -3.31922 -2.81440  0.38
O6 -1.04821 -0.28081 2.28295  -0.45
H10 -3.99463 -0.34203 -0.94702  0.28
H11 1.99657 0.32017 -4.24130  0.28
O7 1.09084 2.35713 -2.53214  -0.81
H12 0.20804 2.07794 -2.83547  0.39
H13 1.06054 1.82103 -1.70593  0.45
O8 0.80127 3.82160 1.11056  -0.58
H14 -0.63929 -0.47197 3.13163  0.26
H15 0.04845 1.67147 0.34340  0.44
O9 4.35016 -0.85218 -2.80829  -0.68
H16 3.91938 -0.22921 -3.43341  0.43
H17 3.77330 -1.54661 -2.48995  0.27
O10 -1.95755 0.75900 4.73623  -0.56
H18 -2.37012 1.51669 5.16283  0.28
H19 -2.69592 0.16529 4.56612  0.28
O11 0.06593 -3.18617 2.67071  -0.62
H20 -3.73174 1.66047 -2.63560  0.35
H21 0.97888 -3.21766 2.36055  0.27
O12 -1.70824 -3.97244 -1.76246  -0.68
H22 2.57934 -0.31867 1.17432  0.28
H23 -1.99019 -0.45682 2.31652  0.20
O13 -3.75754 1.87871 -3.57032  -0.63
H24 -2.87446 2.13756 -3.83830  0.31
H25 1.10899 3.54071 0.23748  0.31
O14 -1.28256 1.76909 0.32273  -1.08
H26 1.55055 3.52603 1.64241  0.26
H27 -1.25947 1.41678 1.22349  0.11
O15 -1.44562 1.13961 -2.17077  -0.64
H28 -1.87243 0.32777 -2.44981  0.28
H29 -1.34734 1.10453 -1.16458  0.36
O16 -3.25045 2.12664 2.41916  -0.66
H30 -3.19698 2.31456 1.47260  0.30
H31 -2.40358 2.42682 2.77066  0.33
O17 3.44794 -0.05278 0.86720  -0.62
H32 -0.28300 -2.72622 1.88998  0.34
H33 3.42423 0.73576 0.32960  0.27
O18 0.99092 1.11634 -0.03758  -0.35
H34 1.78475 1.40996 0.40686  -0.08
H35 -1.05918 -3.25321 -1.73448  0.32
O19 5.09836 -2.37080 0.98050  -0.60
H36 5.89188 -1.88112 1.24253  0.28
H37 4.47187 -1.65466 1.19528  0.34
O20 1.41534 -3.71769 0.11017  -0.57
H38 1.84065 -2.85236 0.11012  0.28
H39 1.55465 -4.26884 0.87944  0.25

Cartesian forces (eV/Å) of the 6 atoms listed first:
O -0.3 -0.5 0.0
H -0.2 -0.3 -0.1
O -0.4 -0.9 0.1
H 0.0 0.4 0.2
H 0.4 0.3 -0.5
O 1.3 0.3 0.1

Values from the calculation:
Relative energy (zero: lowest compared OMol25 entry of this formula, charge and spin) in kJ/mol: 376.0
Net charge: -1

---

Formula: CH2BrN3
Source: the OMol25 dataset
Level of theory: ωB97M-V/def2-TZVPD

Each line ends with the Mulliken charge.
Element x y z (Å)
H1 1.00382 1.88803 0.21480  0.27
N1 0.51940 1.09535 0.05043  -0.52
C1 1.18657 0.04635 -0.00467  0.62
Br1 3.13726 -0.04538 -0.02076  -0.16
N2 0.49736 -1.09198 0.27352  -0.07
N3 -0.58505 -1.12810 -0.23838  -0.38
H2 -1.10878 -1.72758 0.29095  0.25

Cartesian forces (eV/Å) of the 6 atoms listed first:
H 2.2 3.4 0.0
N -1.6 -2.3 -0.1
C 1.7 2.1 -0.3
Br -0.9 -0.2 0.0
N 1.6 -1.8 1.8
N -1.1 1.8 -2.7

Values from the calculation:
Relative energy (zero: lowest compared OMol25 entry of this formula, charge and spin) in kJ/mol: 271.6
SMILES: [H]/N=C(Br)/N=N/[H]

---

Formula: C6H12CuOP
Source: the OMol25 dataset
Level of theory: ωB97M-V/def2-TZVPD

Each line ends with the Mulliken charge.
Element x y z (Å)
C1 0.40913 0.83535 -1.93466  -0.66
C2 1.68745 0.31931 -1.61674  -0.52
C3 2.00587 0.75630 -0.38538  -0.40
C4 1.00594 1.58093 0.12385  -0.57
C5 -0.15647 1.57539 -0.83511  -0.98
Cu1 0.25087 -0.22490 -0.26977  -0.55
P1 -1.64206 -1.28300 -1.15635  0.02
H1 0.03669 0.45759 -2.86919  0.60
H2 2.38180 -0.26395 -2.19792  0.54
H3 3.03891 0.47206 0.24793  0.24
H4 -1.12310 1.87141 -0.26426  0.41
H5 1.09044 2.05458 1.14187  0.45
H6 -1.99250 -2.20725 -0.09796  0.17
H7 -1.40672 -1.89566 -2.46921  0.10
H8 -2.54050 -0.07719 -1.15694  -0.12
C6 -0.77907 -0.47060 2.41382  -1.07
O1 0.41442 -0.85158 1.69796  0.56
H9 -0.82806 0.59073 2.23055  0.31
H10 -0.77689 -0.67481 3.48957  0.37
H11 -1.65360 -0.81680 1.87196  0.04
H12 0.57745 -1.74793 2.03599  0.05

Cartesian forces (eV/Å) of the 6 atoms listed first:
C -0.5 0.8 -2.3
C 0.3 -0.2 -2.5
C 5.6 1.1 4.8
C -0.8 1.7 1.2
C 1.5 2.1 2.2
Cu -2.0 -4.6 0.9

Values from the calculation:
Electronic energy in eV: -62386.0420
2S+1: 2
Net charge: -1

---

Formula: C51H56Cl3CoN4O6PS2Si
Source: the OMol25 dataset
Level of theory: ωB97M-V/def2-TZVPD

Each line ends with the Mulliken charge.
Element x y z (Å)
Co1 0.66979 -1.19513 -1.45131  0.85
C1 7.29306 -2.96590 0.92744  -1.69
C2 5.94119 -2.33650 1.14603  1.43
C3 5.84794 -0.98385 1.46438  -0.79
C4 4.61367 -0.38738 1.65946  -0.50
C5 3.46110 -1.15273 1.57294  -0.08
C6 3.53069 -2.50295 1.26305  -0.35
C7 4.77273 -3.08095 1.04583  -0.84
S1 1.89094 -0.27233 1.73481  1.65
O1 2.32570 1.07716 2.24746  -1.00
C8 1.29416 -1.01682 3.28798  1.25
C9 2.28450 -1.28520 4.25690  -0.66
C10 1.95754 -1.68233 5.51597  -1.52
C11 0.60606 -1.69669 5.92173  0.98
C12 0.24402 -1.96461 7.26277  -0.96
C13 -1.05635 -1.86936 7.67244  -0.67
C14 -2.04790 -1.48680 6.75106  -0.93
C15 -1.72775 -1.25055 5.44207  -0.75
C16 -0.39793 -1.38639 4.97146  0.96
C17 -0.04865 -1.12780 3.59651  -0.82
C18 -1.18615 -1.06121 2.62736  -0.28
C19 -1.97525 -2.26115 2.47977  0.89
C20 -1.52999 -3.51794 2.96535  -0.77
C21 -2.29602 -4.63900 2.83435  -0.72
C22 -3.56229 -4.57540 2.22208  -0.70
C23 -3.99500 -3.39920 1.68738  -0.93
C24 -3.19968 -2.23131 1.76800  0.83
C25 -3.58947 -1.04200 1.11837  -1.02
C26 -2.78670 0.05414 1.17095  -1.08
C27 -1.60995 0.05909 1.94213  1.13
S2 -0.78961 1.69165 1.96250  0.60
O2 -1.67271 2.58652 1.16971  -0.69
C28 -1.22912 2.05673 3.68895  -0.28
C29 -2.40843 2.73845 3.93023  -0.64
C30 -2.73750 3.10922 5.22598  -0.96
C31 -1.89930 2.79873 6.29294  1.03
C32 -2.23898 3.22999 7.69663  -1.46
C33 -0.71539 2.11575 6.02924  -0.53
C34 -0.36596 1.75949 4.73586  0.12
H1 7.80944 -3.10953 1.88068  0.29
H2 7.91685 -2.32021 0.30731  0.38
H3 7.19979 -3.93548 0.43911  0.37
H4 6.75173 -0.38873 1.54306  0.32
H5 4.51346 0.66620 1.88548  0.52
H6 2.62520 -3.09540 1.20400  0.22
H7 4.82434 -4.12919 0.77608  0.36
H8 3.32496 -1.19237 3.97963  0.55
H9 2.72747 -1.94892 6.23137  0.36
H10 1.02396 -2.23206 7.96711  0.43
H11 -1.32085 -2.07616 8.70252  0.38
H12 -3.07482 -1.37751 7.07778  0.42
H13 -2.50535 -0.94637 4.75533  0.44
H14 -0.54889 -3.59817 3.40656  0.26
H15 -1.91385 -5.59201 3.17704  0.37
H16 -4.16499 -5.47171 2.13764  0.34
H17 -4.93974 -3.34273 1.15926  0.37
H18 -4.51596 -1.02731 0.55691  0.33
H19 -3.04869 0.97200 0.66152  0.71
H20 -3.04585 2.98655 3.08967  0.52
H21 -3.65412 3.65922 5.41057  0.28
H22 -3.19751 3.74844 7.72564  0.34
H23 -1.47494 3.90896 8.08147  0.33
H24 -2.29348 2.37204 8.36971  0.30
H25 -0.04483 1.86716 6.84534  0.38
H26 0.58627 1.28294 4.53665  0.50
O3 0.33432 -3.96932 1.39511  -0.77
C35 0.14526 -3.21782 0.44735  0.42
O4 0.79947 -2.12935 0.23094  0.36
C36 -0.93682 -3.49257 -0.67081  0.09
O5 -1.75289 -4.39528 -0.51118  -0.71
O6 -0.80987 -2.70194 -1.66275  -0.42
Cl1 2.84813 -1.56677 -4.47444  -0.44
Si1 2.70516 -1.71021 -2.32641  0.32
Cl2 3.47829 -3.69496 -2.15161  -0.38
Cl3 4.51926 -0.65732 -1.86235  -0.41
N1 0.28309 0.20668 -2.50876  0.64
P1 0.02323 1.04685 -3.75088  -1.88
N2 1.06106 2.33260 -4.12285  0.45
C37 1.25899 3.23026 -2.97850  -1.01
C38 2.56046 2.95118 -2.23746  0.06
C39 3.73798 3.06680 -3.19893  -1.08
C40 3.54596 2.07520 -4.34153  -0.09
C41 2.19394 2.26303 -5.03112  -0.85
N3 -0.00086 0.16454 -5.18382  0.89
C42 -0.24138 -1.27290 -5.13332  -0.81
C43 -1.68431 -1.61311 -5.50024  -0.30
C44 -2.02347 -1.04730 -6.87982  -1.11
C45 -1.76726 0.45923 -6.88891  -0.04
C46 -0.32777 0.75995 -6.46322  -1.19
N4 -1.43457 1.91785 -3.69725  1.09
C47 -2.53202 1.40883 -2.86630  -0.61
C48 -3.35176 2.55751 -2.28385  -0.91
C49 -3.98030 3.42572 -3.38948  -0.72
C50 -3.11191 3.39072 -4.65258  -0.77
C51 -1.64524 3.24566 -4.25347  -0.76
H27 0.42108 3.09283 -2.29261  0.46
H28 1.25185 4.27260 -3.33629  0.38
H29 2.51189 1.93731 -1.83233  -0.18
H30 2.66728 3.64695 -1.40017  0.38
H31 4.67396 2.85126 -2.67711  0.42
H32 3.79309 4.09170 -3.59233  0.35
H33 3.60048 1.06219 -3.94399  -0.28
H34 4.33990 2.18583 -5.08805  0.46
H35 2.03838 1.43539 -5.72152  0.44
H36 2.21594 3.19724 -5.61877  0.31
H37 -0.02187 -1.62502 -4.12782  -0.09
H38 0.44404 -1.76984 -5.83235  0.38
H39 -2.34440 -1.17056 -4.74777  0.07
H40 -1.82268 -2.69627 -5.47929  0.44
H41 -3.06728 -1.25322 -7.13639  0.45
H42 -1.38812 -1.52838 -7.63378  0.35
H43 -2.44213 0.93804 -6.17464  -0.23
H44 -1.95768 0.88533 -7.88048  0.35
H45 -0.17844 1.83954 -6.40417  0.50
H46 0.35978 0.36033 -7.22558  0.47
H47 -2.09360 0.80454 -2.07378  0.41
H48 -3.19642 0.75709 -3.45807  -0.01
H49 -2.69433 3.14858 -1.65040  0.29
H50 -4.13480 2.14752 -1.64337  0.47
H51 -4.07170 4.45677 -3.03439  0.26
H52 -4.98914 3.07405 -3.62554  0.39
H53 -3.26347 4.28643 -5.26207  0.50
H54 -3.38358 2.52910 -5.26561  0.07
H55 -1.40279 4.03931 -3.52759  0.27
H56 -0.98592 3.38458 -5.10946  0.71

Cartesian forces (eV/Å) of the 6 atoms listed first:
Co -0.3 -0.9 0.4
C -0.1 0.1 0.0
C 0.1 0.1 0.1
C -0.1 -0.1 0.0
C -0.1 0.1 0.1
C -0.1 -0.2 -0.3

Values from the calculation:
Relative energy (zero: lowest compared OMol25 entry of this formula, charge and spin) in kJ/mol: 0.0
2S+1: 2
Net charge: -2

---

Formula: AsCsF6
Source: the OMol25 dataset
Level of theory: ωB97M-V/def2-TZVPD

Each line ends with the Mulliken charge.
Element x y z (Å)
Cs1 1.87105 -0.97190 -2.72689  1.02
As1 -0.29363 0.15335 0.42741  1.93
F1 -1.79329 0.90110 0.74840  -0.47
F2 0.28247 0.46469 2.00305  -0.46
F3 1.25837 -0.59951 0.01673  -0.56
F4 -0.80951 -0.20153 -1.21841  -0.53
F5 0.37107 1.64113 -0.15847  -0.47
F6 -0.88653 -1.38733 0.90817  -0.47

Cartesian forces (eV/Å) of the 6 atoms listed first:
Cs -0.4 0.2 0.4
As -0.2 0.1 0.1
F -0.3 0.1 0.0
F 0.2 0.1 0.3
F 0.3 -0.3 -0.2
F 0.2 -0.1 -0.4

Values from the calculation:
Relative energy (zero: lowest compared OMol25 entry of this formula, charge and spin) in kJ/mol: 12.0

---

Formula: C5H12O2PS
Source: the OMol25 dataset
Level of theory: ωB97M-V/def2-TZVPD

Each line ends with the Mulliken charge.
Element x y z (Å)
C1 -0.59252 3.33236 -0.67068  -1.07
C2 -0.56072 2.10974 -1.55375  -0.15
C3 -1.24241 0.91832 -0.77815  -0.89
S1 -0.56848 -0.70337 -1.33971  -0.39
P1 0.13657 -0.86391 0.71923  0.82
O1 -1.19563 -0.96971 1.43490  -0.77
O2 1.09326 0.13426 1.08245  -0.69
C4 0.89063 -2.52034 0.38137  -0.47
C5 1.42328 -3.18212 1.64164  -1.02
H1 -1.69622 3.76711 -0.41862  0.22
H2 -0.20202 3.19582 0.38897  0.30
H3 -0.19625 4.20361 -1.26270  0.33
H4 0.59176 1.64434 -1.67003  0.18
H5 -0.89143 2.40415 -2.58683  0.29
H6 -1.11771 1.05504 0.32788  0.32
H7 -2.26880 0.84781 -1.01560  0.51
H8 0.12814 -2.99982 -0.17818  0.35
H9 1.69371 -2.23844 -0.28590  0.27
H10 1.26926 -2.59398 2.50984  0.35
H11 0.83189 -4.12870 1.80235  0.25
H12 2.47369 -3.41217 1.47152  0.27

Cartesian forces (eV/Å) of the 6 atoms listed first:
C -2.0 2.4 0.9
C 2.5 -1.9 0.7
C 0.9 0.8 -1.3
S 0.1 0.9 0.3
P -4.0 -4.0 -0.9
O 1.2 -0.2 0.2

Values from the calculation:
Relative energy (zero: lowest compared OMol25 entry of this formula, charge and spin) in kJ/mol: 46.8
SMILES: CCCS[P@](=O)([O-])CC
Net charge: -1